# 1
Entry from the Open Molecules 2025 dataset: a molecular structure, C36H24HgN4O6PS in a non-equilibrium geometry (wB97M-V/def2-TZVPD).

ORCA input file:
```
! wB97M-V def2-TZVPD RIJCOSX def2/J DEFGRID3
* xyz -2 2
Hg -0.855 0.895 -1.542
N -1.040 -2.608 -4.201
C -0.385 -3.365 -3.241
C 0.156 -4.635 -3.273
C 0.757 -5.110 -2.104
C 0.801 -4.321 -0.957
C 0.254 -3.040 -0.930
C -0.343 -2.551 -2.088
N -0.958 -1.345 -2.341
C -1.343 -1.376 -3.642
C -1.979 -0.334 -4.315
C -2.535 -0.296 -5.613
S -3.139 1.303 -5.928
C -2.662 1.789 -4.336
N -2.098 0.874 -3.635
H -1.129 -2.828 -5.174
H 0.126 -5.243 -4.170
H 1.200 -6.098 -2.096
H 1.280 -4.710 -0.066
H 0.294 -2.424 -0.041
H -2.587 -1.070 -6.359
H -2.811 2.800 -3.983
O 6.250 -0.049 -0.498
C 5.721 1.047 -0.191
O 6.226 2.191 -0.174
C 4.201 1.013 0.065
C 3.469 -0.325 -0.170
C 2.385 -0.310 -1.189
N 1.646 0.688 -1.457
C 1.907 1.956 -0.795
C 3.339 2.252 -0.286
C 1.239 3.106 -1.596
O 1.836 4.167 -1.722
O 0.050 2.867 -2.044
H 4.174 -1.132 -0.346
H 2.152 -1.237 -1.715
H 3.847 3.080 -0.763
O -5.001 2.294 1.523
C -3.820 1.960 1.463
O -3.260 1.177 0.622
C -2.823 2.484 2.473
C -3.197 3.343 3.494
C -2.247 3.797 4.397
C -0.926 3.382 4.277
C -0.552 2.517 3.257
C -1.502 2.064 2.343
P -1.141 0.864 0.997
C -1.674 -0.756 1.663
C -1.383 -1.109 2.977
C -1.800 -2.332 3.489
C -2.513 -3.211 2.687
C -2.808 -2.864 1.374
C -2.397 -1.641 0.866
C 0.699 0.765 1.234
C 1.448 -0.296 1.532
C 2.936 -0.291 1.331
C 3.657 1.065 1.528
C 2.814 2.311 1.177
C 1.370 2.014 0.707
H -4.236 3.642 3.559
H -2.534 4.475 5.192
H -0.180 3.736 4.979
H 0.478 2.192 3.178
H -0.821 -0.423 3.601
H -1.565 -2.596 4.514
H -2.843 -4.165 3.084
H -3.358 -3.551 0.742
H -2.625 -1.369 -0.157
H 0.985 -1.215 1.885
H 3.405 -1.090 1.903
H 4.313 1.147 2.393
H 2.949 3.186 1.810
H 0.709 2.875 0.822
*
```

## Properties
* LUMO level (spin up / spin down): 3.84 / 3.82 eV
* calculated total energy: -80266.893 eV
* HOMO level (spin up / spin down): -0.63 / -2.81 eV
* energy above the lowest of the compared OMol25 structures with the same formula, charge and spin: 288.7 kJ/mol

Atomic partial charges in e from the Löwdin method, atoms 1 to 2: number 1, Hg, carries 1.0934; number 2, N, carries 0.1473

***

# 2
Entry from the Open Molecules 2025 dataset: a molecular structure, C36H24N10O4Sn (wB97M-V/def2-TZVPD).

ORCA input file:
```
! wB97M-V def2-TZVPD RIJCOSX def2/J DEFGRID3
* xyz 0 1
Sn -0.021 -0.287 -0.218
O -2.117 1.056 3.533
C -1.282 0.558 2.791
N -1.502 -0.254 1.716
C -2.769 -0.572 1.326
C -3.973 0.002 1.797
C -5.182 -0.436 1.330
C -5.276 -1.474 0.369
C -4.153 -2.046 -0.131
C -2.865 -1.610 0.310
N -1.724 -2.057 -0.208
C -1.634 -3.205 -0.955
O -2.248 -4.236 -0.758
C -0.604 -3.142 -2.058
C -0.195 -4.293 -2.714
C 0.720 -4.165 -3.744
C 1.179 -2.900 -4.089
C 0.717 -1.809 -3.372
N -0.156 -1.931 -2.374
C 0.176 0.807 3.144
C 0.459 1.669 4.197
C 1.781 1.885 4.542
C 2.776 1.227 3.833
C 2.397 0.392 2.795
N 1.128 0.189 2.455
H -3.917 0.780 2.539
H -6.090 0.020 1.701
H -6.250 -1.802 0.031
H -4.201 -2.829 -0.871
H -0.601 -5.246 -2.407
H 1.072 -5.040 -4.275
H 1.889 -2.761 -4.892
H 1.058 -0.804 -3.591
H -0.360 2.147 4.714
H 2.033 2.555 5.354
H 3.822 1.353 4.080
H 3.139 -0.138 2.207
C -1.312 5.361 -4.995
O -0.910 6.475 -4.200
C 0.261 6.406 -3.553
C 1.144 5.323 -3.630
C 2.311 5.339 -2.887
C 2.613 6.423 -2.065
C 1.763 7.533 -2.056
C 0.590 7.518 -2.770
N 3.757 6.526 -1.250
N 4.357 5.520 -0.819
C 3.886 4.267 -0.613
C 4.811 3.208 -0.804
C 4.401 1.918 -0.865
C 2.997 1.565 -0.745
O 2.584 0.444 -1.030
C 2.079 2.643 -0.257
N 0.830 2.294 0.090
C 0.008 3.222 0.542
C 0.392 4.553 0.719
C 1.665 4.923 0.367
C 2.535 3.963 -0.166
H -2.272 5.630 -5.421
H -1.426 4.468 -4.381
H -0.594 5.179 -5.798
H 0.927 4.472 -4.257
H 2.995 4.503 -2.965
H 2.035 8.388 -1.450
H -0.096 8.353 -2.745
H 5.843 3.476 -0.993
H 5.090 1.118 -1.098
H -0.996 2.894 0.791
H -0.307 5.270 1.125
H 2.000 5.942 0.506
N -1.533 0.936 -1.315
C -2.143 1.538 -2.115
N -2.733 2.313 -2.908
C -3.610 2.128 -3.864
N -4.370 2.075 -4.734
*
```

## Properties
* LUMO level (spin up / spin down): -2.42 / -1.97 eV
* calculated total energy: -66641.574 eV
* HOMO level (spin up / spin down): -7.56 / -7.96 eV
* energy above the lowest of the compared OMol25 structures with the same formula, charge and spin: 76.8 kJ/mol

Atomic partial charges in e from the Löwdin method, atoms 1 to 2: number 1, Sn, carries 1.3465; number 2, O, carries 0.0463

***

# 3
Entry from the Open Molecules 2025 dataset: a molecular structure, C36H25CaI2N9OS2 in a non-equilibrium geometry (wB97M-V/def2-TZVPD).

ORCA input file:
```
! wB97M-V def2-TZVPD RIJCOSX def2/J DEFGRID3
* xyz -2 1
Ca -2.085 -5.981 3.754
C 1.805 0.204 4.304
C 1.659 -1.107 4.770
C 0.732 -2.055 4.236
C 0.000 -1.667 3.122
C -1.043 -2.591 2.557
N -1.136 -0.837 0.583
C -1.902 -0.497 -0.362
C -2.500 -1.639 -1.095
C -2.909 -2.855 -0.746
C -3.796 -3.655 -1.452
C -4.333 -3.113 -2.621
C -4.010 -1.807 -3.161
C -3.064 -1.185 -2.266
C -2.572 0.322 -2.239
N -2.872 1.153 -3.202
C -1.802 1.765 -3.674
N -0.514 1.439 -3.420
C 0.314 2.415 -3.822
N 1.504 2.659 -3.448
C 1.777 1.877 -2.340
N 1.673 2.115 -1.102
C 1.194 0.993 -0.337
N 0.496 1.082 0.673
C -0.189 -0.043 1.183
N -1.818 -3.382 2.428
C 0.154 -0.327 2.463
C 0.980 0.608 3.260
C 1.784 -0.076 -1.132
C 1.810 -1.456 -0.862
C 2.334 -2.335 -1.764
C 2.604 -1.916 -3.122
C 2.449 -0.611 -3.455
C 2.065 0.318 -2.455
C -0.373 3.262 -4.887
C 0.077 4.252 -5.646
C -0.811 5.100 -6.316
C -2.151 4.669 -6.409
C -2.610 3.695 -5.495
C -1.812 3.033 -4.659
N -1.909 0.581 -1.183
H 2.512 0.729 5.069
H 2.059 -1.384 5.654
H 0.770 -3.063 4.640
H -2.685 -3.228 0.122
H -4.110 -4.692 -1.110
H -5.293 -3.437 -3.112
H -4.593 -1.220 -3.892
H 1.120 1.674 2.877
H 1.714 -1.723 0.284
H 2.208 -3.340 -1.844
H 2.746 -2.344 -4.126
H 2.540 -0.523 -4.494
H 0.979 4.767 -5.639
H -0.570 6.088 -6.812
H -2.780 5.503 -7.305
H -3.633 3.494 -5.419
I -5.131 2.707 8.553
C -3.186 2.205 9.027
I -1.505 2.594 7.606
H -3.218 1.149 9.325
H -2.993 2.866 9.853
C 4.786 2.870 0.835
S 5.483 1.194 1.279
C 4.010 0.301 1.074
O 5.721 1.161 2.732
H 4.106 3.178 1.640
H 4.410 2.797 -0.200
H 5.613 3.559 0.970
H 3.655 0.361 0.067
H 3.174 0.555 1.687
H 4.328 -0.746 1.162
S 2.436 -6.342 4.524
C 0.927 -6.631 4.869
N -0.233 -6.802 5.002
H -4.562 -6.683 4.440
*
```

## Properties
* LUMO level: 2.44 eV
* calculated total energy: -109497.277 eV
* HOMO level: -0.76 eV
* energy above the lowest of the compared OMol25 structures with the same formula, charge and spin: 1136.1 kJ/mol

Atomic partial charges in e from the Löwdin method, atoms 1 to 2: number 1, Ca, carries 0.9578; number 2, C, carries -0.1313